# 1
Formula: C5H10O
Source: the Open Molecules 2025 dataset
Level of theory: ωB97M-V with the def2-TZVPD basis set

Highest occupied orbital energy (hartree): -0.351
Multiplicity: 1
SMILES: C=CC.CC=O
Charge: 0
LUMO (eV): 1.12
Gap between HOMO and LUMO (eV): 10.668

The geometry in XYZ format:
```
16
C5H10O ωB97M-V with the def2-TZVPD basis set
O 1.0708 -1.1583 1.1958
C 1.7551 -0.1882 0.9679
C -1.0941 1.2231 -0.3272
C -1.4751 0.1373 0.3358
C -1.7028 -1.1990 -0.2841
C 2.0731 0.3259 -0.3874
H 1.7344 -0.3571 -1.1633
H 3.1443 0.4714 -0.4824
H -0.9780 -1.9073 0.1096
H -1.6189 0.1805 1.4073
H 2.0347 0.5036 1.7878
H 1.4766 1.2763 -0.5018
H -1.0845 2.1942 0.1419
H -1.0437 1.2268 -1.4076
H -2.6909 -1.5726 -0.0248
H -1.6011 -1.1566 -1.3677
```



# 2
Formula: C5H10O
Source: the Open Molecules 2025 dataset
Level of theory: ωB97M-V with the def2-TZVPD basis set

Highest occupied orbital energy (hartree): -0.367
Multiplicity: 1
SMILES: CC(C)[C@H]1CO1
Charge: 0
LUMO (eV): 1.07
Gap between HOMO and LUMO (eV): 11.067

The geometry in XYZ format:
```
16
C5H10O ωB97M-V with the def2-TZVPD basis set
O -0.7378 -1.0474 1.9158
C 0.0619 0.2160 -0.3114
C -0.0943 -1.8359 0.9270
C -0.8479 -0.6654 0.5381
C -0.6573 1.0713 -1.3375
C 1.1734 0.9266 0.4550
H 1.3694 0.4745 1.4336
H -1.4800 0.5030 -1.7898
H 0.9872 -1.7042 0.9784
H 0.9144 1.9725 0.6332
H -0.4231 -2.7591 0.4698
H -1.0587 1.9991 -0.9236
H -1.8788 -0.7790 0.1946
H 0.5182 -0.5794 -0.9231
H 0.0522 1.3083 -2.1380
H 2.1014 0.8991 -0.1221
```



# 3
Formula: C5H10O
Source: the Open Molecules 2025 dataset
Level of theory: ωB97M-V with the def2-TZVPD basis set

Highest occupied orbital energy (hartree): -0.350
Multiplicity: 1
SMILES: C[C@@H]1[C@H](C)[C@@H]1O
Charge: 0
LUMO (eV): 0.91
Gap between HOMO and LUMO (eV): 10.424

The geometry in XYZ format:
```
16
C5H10O ωB97M-V with the def2-TZVPD basis set
O -0.2141 1.8413 -0.4170
C -1.0884 -0.7881 -1.2220
C -0.9753 -0.4003 0.2364
C 1.6851 -0.3069 0.2415
C 0.3512 -0.1862 0.9411
C -0.5526 0.9810 0.6334
H -0.2165 -0.4771 -1.8027
H 0.3707 -0.4995 1.9849
H 0.5245 2.3884 -0.1211
H 2.0295 -1.3461 0.2039
H 1.6400 0.0758 -0.7814
H -1.9678 -0.3164 -1.6763
H 2.4455 0.2741 0.7780
H -1.1968 -1.8745 -1.3212
H -1.0783 1.4636 1.4594
H -1.7568 -0.8291 0.8629
```



# 4
Formula: C5H10O
Source: the Open Molecules 2025 dataset
Level of theory: ωB97M-V with the def2-TZVPD basis set

Highest occupied orbital energy (hartree): -0.338
Multiplicity: 1
SMILES: C=C(C)C.C=O
Charge: 0
LUMO (eV): 0.93
Gap between HOMO and LUMO (eV): 10.119

The geometry in XYZ format:
```
16
C5H10O ωB97M-V with the def2-TZVPD basis set
O -1.6589 1.0299 -0.7374
C -1.3598 1.4254 0.3677
C -0.2257 -1.5234 -0.7817
C 1.5938 0.2910 -0.4456
C 0.4528 -0.5238 0.1058
C -0.0285 -0.3233 1.3379
H 0.4266 0.3719 2.0347
H -0.3712 -2.4598 -0.2353
H -0.8751 -0.8996 1.6998
H -0.4430 2.0120 0.5708
H 0.3240 -1.7293 -1.7052
H -1.2105 -1.1164 -1.0528
H 1.5206 1.3506 -0.1674
H 2.5268 -0.0969 -0.0248
H -2.0423 1.3509 1.2362
H 1.6642 0.2369 -1.5371
```



# 5
Formula: C5H10O
Source: the Open Molecules 2025 dataset
Level of theory: ωB97M-V with the def2-TZVPD basis set

Highest occupied orbital energy (hartree): -0.350
Multiplicity: 1
Charge: 0
LUMO (eV): 1.17
Gap between HOMO and LUMO (eV): 10.711

The geometry in XYZ format:
```
16
C5H10O ωB97M-V with the def2-TZVPD basis set
O 1.3332 0.8668 0.0782
C -0.5984 -0.6430 0.0527
C -0.6777 0.3508 -1.0960
C 0.8029 0.7013 -1.2266
C 1.2854 -0.5075 0.3963
C -1.0634 -0.0873 1.3919
H -1.0601 -1.6160 -0.1833
H 1.0211 1.5971 -1.8338
H -1.0325 -0.0686 -2.0490
H -1.2755 1.2401 -0.8671
H 1.2481 -0.7581 1.4348
H 1.1815 -0.3843 -1.3550
H -2.0775 0.3352 1.4263
H -0.3746 0.7252 1.6444
H -1.0008 -0.8642 2.1592
H 2.2882 -0.8874 0.0271
```



# 6
Formula: C5H10O
Source: the Open Molecules 2025 dataset
Level of theory: ωB97M-V with the def2-TZVPD basis set

Highest occupied orbital energy (hartree): -0.348
Multiplicity: 1
SMILES: CCC(=O)CC
Charge: 0
LUMO (eV): 0.95
Gap between HOMO and LUMO (eV): 10.432

The geometry in XYZ format:
```
16
C5H10O ωB97M-V with the def2-TZVPD basis set
O -0.7984 0.1702 -2.0707
C -1.2087 0.3255 0.2542
C 1.8123 0.2172 0.4819
C -0.3148 0.3745 -0.9757
C -1.6291 -1.1283 0.5168
C 1.1721 0.6487 -0.8352
H -2.5918 -1.1733 1.0337
H -0.7321 0.7536 1.1401
H 2.8934 0.3759 0.4493
H 1.4225 0.7863 1.3309
H 1.3060 1.7302 -0.9795
H -2.0869 0.9366 0.0257
H 1.6414 -0.8448 0.6873
H 1.6484 0.1594 -1.6902
H -1.7331 -1.6558 -0.4348
H -0.8839 -1.6613 1.1177
```



Computed energy relative to the best compared isomer or geometry (same formula, charge and spin) (eV) in order:
1.416, 2.279, 1.100, 1.994, 3.340, 0.191
Computed energy (eV) in order:
-7393.34960, -7392.48630, -7393.66535, -7392.77123, -7391.42526, -7394.57439